1.
Molecular formula: C5H12N2O
Method: DFT, ωB97M-V with the def2-TZVPD basis set

Last column: Löwdin charge in e.
Positions of all 20 atoms, in Å:
C: 0.17 0.34 -2.96  0.10
C: -0.27 -0.21 -1.75  -0.64
N: 0.28 0.64 -0.62  0.06
C: 0.40 -1.33 0.92  -0.04
C: 0.03 0.12 0.70  -0.35
C: 0.61 0.98 1.96  -0.36
N: -0.05 0.58 3.14  -0.08
O: -1.18 -0.95 -1.47  0.06
H: 0.81 -0.63 -2.46  0.19
H: -0.29 -0.02 -3.86  0.10
H: 0.98 1.05 -3.03  0.10
H: 1.29 0.62 -0.77  0.12
H: -0.28 -2.03 0.46  0.08
H: 0.38 -1.49 1.99  0.07
H: 1.42 -1.42 0.54  0.10
H: -1.08 0.39 1.08  0.04
H: 1.68 0.77 2.02  0.11
H: 0.44 2.04 1.75  0.10
H: -0.90 1.15 3.20  -0.03
H: -1.87 0.42 0.72  0.28

Its HOMO energy is -6.804 eV. The energy above the lowest of the compared OMol25 structures with the same formula, charge and spin is 958.8 kJ/mol. The frontier orbital gap comes out at 5.482 eV. As for the spin multiplicity: 1.


2.
Molecular formula: C37H49BiN4O5Si
Method: DFT, ωB97M-V with the def2-TZVPD basis set

Last column: Löwdin charge in e.
Positions of all 97 atoms, in Å:
Bi: -0.09 0.50 0.74  1.85
O: 2.29 4.25 1.81  0.09
C: 2.18 2.95 2.17  -0.57
O: 1.11 2.51 2.57  -0.06
C: 3.54 2.37 2.53  -0.11
O: 3.71 1.03 2.16  -0.15
C: 4.17 0.88 0.82  -0.09
C: 3.16 1.33 -0.22  -0.63
O: 3.28 0.92 -1.38  0.03
O: 2.25 2.13 0.21  -0.12
H: 1.38 4.58 1.79  0.12
H: 4.33 3.00 2.11  0.14
H: 3.59 2.41 3.62  0.14
H: 5.10 1.45 0.68  0.14
H: 4.38 -0.17 0.66  0.12
C: -1.63 -0.69 -0.48  -0.42
Si: -2.22 0.09 -2.05  0.59
C: -1.92 1.92 -1.81  -0.25
N: -0.56 2.20 -1.31  -0.29
C: -0.52 3.49 -0.60  -0.24
C: -0.71 4.69 -1.53  -0.16
C: 0.32 4.64 -2.68  -0.18
C: 1.24 3.43 -2.55  -0.18
C: 0.44 2.15 -2.43  -0.17
C: -1.36 -0.60 -3.57  -0.26
C: -0.75 -1.86 -3.58  -0.10
C: -0.20 -2.39 -4.74  -0.08
C: -0.25 -1.66 -5.92  -0.08
C: -0.86 -0.42 -5.94  -0.08
C: -1.41 0.10 -4.78  -0.11
C: -4.06 -0.19 -2.29  -0.23
C: -4.56 -1.01 -3.30  -0.09
C: -5.92 -1.24 -3.44  -0.09
C: -6.82 -0.64 -2.57  -0.09
C: -6.34 0.19 -1.56  -0.09
C: -4.98 0.41 -1.43  -0.10
H: -1.26 -1.71 -0.64  -0.01
H: -2.50 -0.74 0.19  0.00
H: -2.64 2.25 -1.05  0.09
H: -2.17 2.51 -2.71  0.10
H: 0.43 3.55 -0.08  0.08
H: -1.30 3.47 0.17  0.11
H: -0.61 5.60 -0.95  0.11
H: -1.73 4.69 -1.92  0.10
H: 0.91 5.56 -2.70  0.10
H: -0.20 4.59 -3.64  0.11
H: 1.91 3.52 -1.70  0.10
H: 1.88 3.34 -3.43  0.12
H: 1.12 1.31 -2.29  0.09
H: -0.11 1.99 -3.36  0.10
H: -0.69 -2.44 -2.67  0.09
H: 0.27 -3.36 -4.72  0.10
H: 0.18 -2.07 -6.83  0.10
H: -0.91 0.15 -6.86  0.10
H: -1.89 1.07 -4.82  0.10
H: -3.87 -1.49 -3.99  0.10
H: -6.28 -1.89 -4.23  0.10
H: -7.88 -0.81 -2.68  0.10
H: -7.04 0.67 -0.88  0.10
H: -4.64 1.06 -0.62  0.10
C: 4.22 -1.61 3.59  -0.09
N: 2.89 -2.20 3.71  -0.26
C: 2.45 -2.13 5.09  -0.10
C: 1.90 -1.59 2.84  -0.19
C: 2.06 -1.90 1.37  -0.23
C: 2.84 -2.99 0.97  -0.05
C: 3.02 -3.30 -0.37  -0.08
C: 2.42 -2.52 -1.34  -0.08
C: 1.62 -1.45 -0.96  -0.16
C: 1.43 -1.14 0.38  -0.30
H: 4.92 -2.18 4.21  0.09
H: 4.24 -0.56 3.90  0.08
H: 4.57 -1.66 2.56  0.07
H: 3.17 -2.63 5.74  0.08
H: 1.48 -2.63 5.20  0.08
H: 2.33 -1.09 5.44  0.09
H: 1.87 -0.49 2.98  0.11
H: 0.94 -1.98 3.17  0.09
H: 3.30 -3.60 1.74  0.11
H: 3.63 -4.14 -0.65  0.10
H: 2.58 -2.72 -2.40  0.10
H: 1.17 -0.85 -1.74  0.08
C: -2.06 -4.29 3.41  -0.01
C: -1.67 -2.85 3.41  -0.29
C: -1.54 -1.93 4.43  0.02
C: -1.13 -0.73 3.82  -0.35
N: -1.02 -0.91 2.51  -0.10
N: -1.37 -2.20 2.28  0.05
C: -0.82 0.58 4.46  -0.02
H: -2.42 -4.57 4.40  0.08
H: -1.20 -4.92 3.18  0.09
H: -2.84 -4.49 2.69  0.08
H: -1.71 -2.10 5.48  0.12
H: -1.35 -2.54 1.33  0.14
H: -0.91 0.49 5.54  0.08
H: -1.51 1.35 4.13  0.09
H: 0.18 0.92 4.21  0.06

Its HOMO energy is -8.126 eV. The energy above the lowest of the compared OMol25 structures with the same formula, charge and spin is 8.5 kJ/mol. The frontier orbital gap comes out at 8.475 eV. As for the spin multiplicity: 1.


Electronic energy (computed, Ha): -382.137352; -2538.633249